# 1
{
  "formula": "C3H8N4O4",
  "method": "ωB97M-V/def2-TZVPD",
  "charge": 0,
  "e_above_lowest_kj_mol": 556.4,
  "gap_ev": 9.8,
  "elements": ["C", "C", "C", "N", "N", "N", "N", "O", "O", "O", "O", "H", "H", "H", "H", "H", "H", "H", "H"],
  "coordinates": [[1.10, -2.33, 0.39], [0.76, -0.96, 0.84], [0.46, -0.09, -0.39], [-1.73, -0.57, 0.18], [-0.12, 2.35, -0.46], [-0.97, -0.07, -0.67], [0.73, 1.61, 0.06], [-1.33, 0.44, -1.74], [1.61, 1.88, 0.91], [-3.00, -0.43, -0.03], [0.04, 3.69, -0.07], [1.39, -2.97, 1.32], [1.99, -2.35, -0.10], [0.27, -2.56, -0.32], [-0.12, -0.82, 1.46], [1.57, -0.50, 1.42], [0.99, -0.31, -1.30], [-3.05, -0.16, -0.99], [-0.58, 4.13, -0.53]]
}


# 2
{
  "formula": "C3H8N5O",
  "method": "ωB97M-V/def2-TZVPD",
  "charge": 1,
  "e_above_lowest_kj_mol": 12.7,
  "gap_ev": 8.8,
  "elements": ["C", "C", "C", "N", "N", "N", "N", "N", "O", "H", "H", "H", "H", "H", "H", "H", "H"],
  "coordinates": [[-0.93, -2.19, -1.57], [-0.45, 1.43, 0.37], [0.39, 0.23, 0.25], [-1.23, -1.11, -1.96], [-0.68, -3.15, -0.95], [1.60, 0.24, 0.77], [-1.71, 1.30, 0.14], [2.12, 1.15, 1.55], [0.10, 2.44, 0.82], [-0.05, -0.65, -0.12], [-0.66, -0.60, -2.59], [-0.91, -4.10, -0.86], [2.16, -0.53, 0.48], [-2.20, 0.51, -0.19], [-2.07, 2.17, 0.35], [1.64, 2.02, 1.46], [2.88, 0.84, 2.05]]
}


# 3
{
  "formula": "C3H8N5O",
  "method": "ωB97M-V/def2-TZVPD",
  "charge": 1,
  "s_squared": 2.025,
  "e_above_lowest_kj_mol": 0.0,
  "multiplicity": 3,
  "gap_ev": [8.4, 6.9],
  "elements": ["C", "C", "C", "N", "N", "N", "N", "N", "O", "H", "H", "H", "H", "H", "H", "H", "H"],
  "coordinates": [[2.96, 0.80, -0.23], [-1.85, -0.04, -0.13], [3.12, -0.51, 0.34], [1.86, 0.87, -0.86], [-2.04, -1.19, -0.73], [-2.90, 0.85, -0.14], [-0.71, 0.24, 0.49], [1.24, -0.32, -0.84], [1.86, -1.13, -0.01], [3.61, 1.67, -0.25], [3.99, -1.04, -0.16], [3.29, -0.67, 1.39], [-2.91, -1.32, -1.14], [-3.84, 0.49, -0.64], [-2.63, 1.69, 0.30], [-0.60, 1.11, 1.04], [-1.21, -1.72, -0.93]]
}


In the order shown, the computed electronic energy values come out to -638.77744 -467.80905 -467.69026 Eh.